1.
ORCA calculation (ωB97M-V with the def2-TZVPD basis set) on C20H26F4N2NiSi as an isolated structure.

Atoms and positions in Å:
C  -2.64012  -1.75276  0.59593
H  1.16907  -1.81304  -3.16698
H  0.64220  1.87317  -0.82975
H  2.56173  -0.80445  -2.78797
H  -1.39874  1.75556  2.37150
C  0.93911  -3.77638  -0.66026
C  -4.78616  -1.21556  2.13945
H  0.68459  -4.06861  0.36113
C  3.28008  -2.10330  0.22211
C  3.25637  -2.45096  1.57782
C  -0.87279  0.81749  2.59684
Ni  0.09295  -0.74396  0.38297
F  -5.83838  -0.92658  2.91968
H  -5.86121  -2.68221  0.98642
F  -1.53495  -2.00534  -0.19556
H  6.63647  -1.58320  -0.04367
H  2.30892  -2.69643  2.05057
C  2.50387  1.06737  0.94747
C  -2.45456  -0.78733  1.60114
C  5.63498  -2.16477  1.76089
H  2.91160  0.16140  1.39275
H  2.69337  0.52717  -1.13711
Si  1.65364  -2.02230  -0.74303
C  0.65455  3.44189  0.65210
F  -3.56148  0.37293  3.36622
C  0.35370  2.01634  0.21110
C  -3.60410  -0.53994  2.37090
C  4.52080  -1.79853  -0.33991
H  -0.71776  1.82803  0.26339
H  1.66908  -4.49727  -1.03845
H  2.74984  -2.55252  -2.90777
H  0.13252  4.13083  -0.01220
H  1.71741  3.67829  0.60124
H  4.36525  -2.75987  3.38768
C  4.41372  -2.48482  2.34121
H  4.58355  -1.53187  -1.38946
N  1.02414  0.94057  0.99448
H  -1.08471  0.58940  3.64498
C  -4.92667  -2.16783  1.14676
H  0.03101  -3.86079  -1.26042
H  0.98558  1.91523  2.89221
H  0.30572  3.64091  1.66534
H  1.14044  0.15626  2.91616
F  -3.86879  -3.32838  -0.61915
H  4.15927  1.15590  -0.39121
H  2.79991  1.90415  1.59028
C  -3.81096  -2.42456  0.36874
C  0.62704  0.99012  2.43255
N  -1.22526  -0.24917  1.69458
C  2.07971  -1.75786  -2.56663
H  6.54134  -2.18727  2.35261
C  3.07674  1.26992  -0.43977
C  5.68651  -1.82509  0.41736
H  2.86185  2.26146  -0.83932

* lowest unoccupied orbital energy (alpha / beta): -0.275 / 0.545 eV
* orbital gap (alpha / beta): 0.2650 / 0.2937 Ha
* highest occupied orbital energy (alpha / beta): -7.49 / -7.45 eV

natural (NBO) charges, unit e, in atom order:
1 C 0.28
2 H 0.24
3 H 0.22
4 H 0.22
5 H 0.18
6 C -1.10
7 C 0.37
8 H 0.23
9 C -0.47
10 C -0.16
11 C -0.24
12 Ni 0.90
13 F -0.31
14 H 0.25
15 F -0.34
16 H 0.21
17 H 0.20
18 C -0.23
19 C 0.10
20 C -0.22
21 H 0.23
22 H 0.22
23 Si 0.98
24 C -0.64
25 F -0.32
26 C -0.25
27 C 0.23
28 C -0.22
29 H 0.22
30 H 0.23
31 H 0.23
32 H 0.23
33 H 0.21
34 H 0.21
35 C -0.23
36 H 0.21
37 N -0.45
38 H 0.21
39 C -0.40
40 H 0.23
41 H 0.20
42 H 0.21
43 H 0.21
44 F -0.30
45 H 0.23
46 H 0.18
47 C 0.35
48 C -0.23
49 N -0.79
50 C -1.11
51 H 0.21
52 C -0.63
53 C -0.22
54 H 0.20

2.
ORCA calculation (ωB97M-V with the def2-TZVPD basis set) on a 3-piece molecular cluster, C20H26FN4 overall.

Atoms and positions in Å:
H  2.96332  -1.87223  -2.63969
H  3.76743  3.07498  3.65867
H  -0.55036  3.19758  -1.58626
N  -3.07582  -2.65329  1.14361
C  0.25894  -1.54672  -3.35590
H  3.70612  2.58997  -1.55412
H  1.63280  3.36231  -0.46397
N  1.39433  1.34074  -0.89429
C  -4.79514  -4.18023  1.72957
H  2.28930  -3.52752  -2.63865
H  -6.82848  -3.62581  1.28618
C  0.88075  -1.94558  -2.01127
H  2.80079  2.16306  -3.02959
C  2.83617  2.83044  -2.16137
H  -0.49231  3.63700  3.71741
H  3.55544  1.56211  1.69744
C  -5.78488  -3.35631  1.25359
H  -0.75019  -1.17448  -3.19252
H  -5.05807  -5.12760  2.15566
H  -3.69944  -0.86121  0.28849
H  0.55934  -2.53871  0.82598
H  1.74844  4.11666  4.68481
C  2.27549  -2.55751  -2.11301
C  2.77903  2.85934  3.23811
H  0.21306  -2.62173  -1.47514
C  0.39302  3.16734  3.27445
C  0.49873  -1.49827  1.07658
C  1.65128  3.45678  3.82189
C  1.24954  0.84499  0.36314
H  0.84973  -0.75608  -3.85469
H  0.40856  -1.11879  2.12292
C  -4.00931  -1.82255  0.69257
C  1.56123  2.73488  -1.35451
H  0.52144  4.19952  -2.54583
F  -1.27622  -2.16311  1.10489
C  0.89889  -0.52502  0.16214
C  -5.35252  -2.15772  0.73464
C  1.38390  1.68779  1.58158
H  0.21703  2.53782  -3.05389
N  0.98439  -0.70375  -1.19520
C  2.65750  2.02646  2.13290
H  2.65954  -2.70716  -1.08967
H  -2.69520  -4.48598  2.06974
H  2.97821  3.85174  -2.53322
C  -3.44921  -3.82144  1.67604
H  0.18400  -2.42021  -4.03637
N  1.25557  0.40217  -1.84656
C  0.36605  3.17785  -2.17751
H  -0.74410  2.08990  1.77739
H  -6.07531  -1.46326  0.35228
C  0.25719  2.32085  2.18056

* lowest unoccupied orbital energy: -3.693 eV
* net charge: +1
* orbital gap: 0.2453 Ha
* highest occupied orbital energy: -10.37 eV

natural (NBO) charges, unit e, in atom order:
1 H 0.22
2 H 0.24
3 H 0.22
4 N -0.25
5 C -0.62
6 H 0.22
7 H 0.24
8 N -0.10
9 C -0.23
10 H 0.24
11 H 0.23
12 C -0.05
13 H 0.23
14 C -0.62
15 H 0.23
16 H 0.22
17 C -0.16
18 H 0.23
19 H 0.22
20 H 0.20
21 H 0.26
22 H 0.24
23 C -0.62
24 C -0.21
25 H 0.24
26 C -0.21
27 C -0.24
28 C -0.17
29 C 0.16
30 H 0.23
31 H 0.25
32 C 0.03
33 C -0.05
34 H 0.24
35 F -0.41
36 C 0.14
37 C -0.23
38 C -0.05
39 H 0.23
40 N -0.09
41 C -0.21
42 H 0.22
43 H 0.21
44 H 0.24
45 C 0.04
46 H 0.24
47 N 0.00
48 C -0.62
49 H 0.23
50 H 0.22
51 C -0.21

3.
ORCA calculation (ωB97M-V with the def2-TZVPD basis set) on C20H26IN3O6Si2 as an isolated structure.

Atoms and positions in Å:
H  2.02034  1.45016  -2.07662
O  1.44237  4.58552  0.25948
H  3.14350  -6.32271  2.89893
H  -0.49847  -0.98993  -2.74797
C  0.49980  1.31811  -0.50869
H  5.83780  7.59877  -1.65800
H  1.63073  -0.67871  -0.78349
C  0.18238  -4.81203  2.24186
H  0.87143  -6.84387  2.10034
C  -2.30239  -2.97996  0.36212
H  -3.85000  -1.70950  -1.68717
C  0.50730  -3.50128  2.57948
H  -6.93930  1.03782  0.69208
C  -6.12564  -0.02696  -1.18255
H  -7.52113  -0.70607  0.52453
C  1.13092  -5.82362  2.36201
C  -6.54160  -0.97067  -2.40169
Si  -3.63096  -0.25331  -1.85585
O  1.32363  6.63456  -0.42256
H  6.04249  3.50055  -0.40675
H  -8.22983  0.60089  -0.55030
O  4.90292  -4.79938  3.64699
H  2.02685  -2.17056  3.29354
H  -0.23859  -2.71567  2.48472
C  -7.25351  0.23949  -0.05569
I  -2.41060  -1.57203  2.02507
H  0.54093  -0.61276  0.72640
C  3.99069  6.73786  -0.97626
C  5.34999  6.71163  -1.26861
H  -0.20591  1.84958  0.21908
C  0.64253  -0.28904  -0.37480
C  2.73371  -4.21120  3.14182
H  -6.31048  -0.45852  -3.40028
C  1.78602  -3.19548  3.03379
H  -3.55449  0.06234  -3.28706
Si  -0.89671  -0.99216  -1.32784
N  4.08891  -3.88982  3.59572
C  1.19284  2.00333  -1.52819
O  4.32928  -2.72927  3.89343
N  1.94104  5.60535  -0.19171
C  6.08383  5.54641  -1.06650
H  -1.64814  -3.36514  -1.81530
C  3.37641  5.59023  -0.48032
H  7.14331  5.52709  -1.30311
C  5.46542  4.40562  -0.56372
C  4.10714  4.42354  -0.26590
C  2.41269  -5.52638  2.81274
H  3.63653  3.52811  0.12528
N  -4.97492  0.58641  -1.02116
O  -3.07426  -3.97156  0.34789
H  -7.69223  -1.05897  -2.36559
H  -0.81571  -5.04633  1.88213
H  -6.14206  -2.03603  -2.34035
H  -0.30922  -3.31504  -0.56304
H  3.42924  7.65069  -1.14103
O  -2.18825  0.12909  -0.98275
C  -1.30181  -2.81130  -0.87812
H  0.84319  3.06204  -1.77042

* lowest unoccupied orbital energy: -0.534 eV
* orbital gap: 0.3107 Ha
* highest occupied orbital energy: -8.99 eV

natural (NBO) charges, unit e, in atom order:
1 H 0.20
2 O -0.37
3 H 0.25
4 H -0.20
5 C -0.18
6 H 0.22
7 H 0.25
8 C -0.19
9 H 0.22
10 C 0.45
11 H -0.24
12 C -0.23
13 H 0.24
14 C 0.37
15 H 0.23
16 C -0.21
17 C -0.74
18 Si 1.55
19 O -0.38
20 H 0.22
21 H 0.22
22 O -0.37
23 H 0.25
24 H 0.22
25 C -0.69
26 I 0.12
27 H 0.24
28 C -0.21
29 C -0.21
30 H 0.23
31 C -0.92
32 C 0.08
33 H 0.24
34 C -0.21
35 H -0.21
36 Si 1.65
37 N 0.51
38 C -0.45
39 O -0.37
40 N 0.51
41 C -0.18
42 H 0.28
43 C 0.08
44 H 0.22
45 C -0.21
46 C -0.21
47 C -0.21
48 H 0.26
49 N -0.85
50 O -0.54
51 H 0.23
52 H 0.23
53 H 0.25
54 H 0.29
55 H 0.25
56 O -1.21
57 C -1.02
58 H 0.22

4.
ORCA calculation (ωB97M-V with the def2-TZVPD basis set) on C20H26IN9OS2Sn as an isolated structure.

Atoms and positions in Å:
H  -1.90191  -1.58858  4.62684
H  5.90172  -1.37180  -3.07820
H  3.82850  -2.25646  2.68181
C  0.24859  -1.73953  4.63058
N  4.03448  0.50490  -2.29249
C  2.43745  -0.99472  1.66901
C  3.80340  -1.28721  2.18470
C  1.38671  -1.59038  3.85272
H  -2.52454  -0.29391  -4.63922
C  -2.35184  1.47275  0.72622
N  -0.14018  -2.28147  -0.83591
N  0.05244  -0.98124  1.97458
N  -2.88744  0.31353  0.41230
H  1.47841  -4.96016  -2.00077
Sn  0.10962  -0.17020  -0.23848
H  -2.84828  3.32135  1.43958
C  -1.40640  -2.72974  -0.84718
C  -1.04025  -1.11479  2.73084
C  3.01370  0.18591  -1.50378
C  -1.40570  2.49833  -3.17158
H  -4.50040  -1.38655  0.01413
H  5.53160  0.73327  -0.87095
H  3.82189  0.83495  -3.21946
S  1.41424  0.40213  -2.20509
I  -3.15952  3.47222  -2.44600
C  -0.98697  -1.49535  4.06007
C  -1.68645  1.03228  -3.35018
C  -3.88323  -2.20112  -0.34813
N  -2.03367  -0.62213  -0.05483
H  -1.14467  2.98916  -4.10449
C  1.25415  -1.20761  2.52842
N  -3.16748  2.38698  1.25033
C  5.97201  -1.03177  -2.04512
H  -4.15450  2.18663  1.29736
H  -1.99050  -0.89659  2.26568
N  -2.28492  0.67195  -4.48846
H  4.09323  -0.52863  2.91673
C  -0.65298  -4.83555  -1.68752
N  2.21146  -0.52196  0.49298
H  -0.86012  -5.84307  -2.02228
S  -0.67332  1.98078  0.56830
O  -1.37566  0.20133  -2.48843
C  0.64557  -4.35298  -1.67767
N  3.27823  -0.27495  -0.30365
H  2.36493  -1.75828  4.27658
H  -4.01286  -3.06991  0.30011
H  0.33176  -2.03433  5.66784
C  -2.45472  -1.78568  -0.38976
H  5.99900  1.07463  -2.53140
H  1.85357  -2.62014  -1.22923
H  -0.62667  2.63784  -2.43115
H  7.02012  -1.06670  -1.74976
C  5.44268  0.38550  -1.89872
C  -1.69310  -4.01544  -1.26899
H  -2.71192  -4.37329  -1.27483
H  5.41682  -1.72147  -1.40954
C  0.86219  -3.05785  -1.24612
H  -4.21829  -2.48249  -1.34854
H  4.52280  -1.27120  1.37414
H  -2.58799  1.35341  -5.16358

* lowest unoccupied orbital energy: -6.273 eV
* net charge: +2
* orbital gap: 0.2790 Ha
* energy above the lowest of the compared OMol25 structures with the same formula, charge and spin: 0.000 eV
* highest occupied orbital energy: -13.87 eV

natural (NBO) charges, unit e, in atom order:
1 H 0.25
2 H 0.22
3 H 0.25
4 C -0.11
5 N -0.54
6 C 0.38
7 C -0.71
8 C -0.20
9 H 0.42
10 C 0.33
11 N -0.54
12 N -0.51
13 N -0.43
14 H 0.26
15 Sn 1.70
16 H 0.42
17 C 0.18
18 C 0.07
19 C 0.32
20 C -0.63
21 H 0.27
22 H 0.22
23 H 0.42
24 S -0.15
25 I 0.16
26 C -0.21
27 C 0.68
28 C -0.69
29 N -0.32
30 H 0.25
31 C 0.14
32 N -0.75
33 C -0.62
34 H 0.43
35 H 0.22
36 N -0.77
37 H 0.26
38 C -0.10
39 N -0.36
40 H 0.25
41 S -0.14
42 O -0.71
43 C -0.22
44 N -0.45
45 H 0.25
46 H 0.25
47 H 0.25
48 C 0.30
49 H 0.22
50 H 0.23
51 H 0.26
52 H 0.24
53 C -0.22
54 C -0.20
55 H 0.25
56 H 0.21
57 C 0.10
58 H 0.25
59 H 0.27
60 H 0.42

What are the E values for these records? In order: -3084.44132; -1096.22485; -2269.89671; -2653.76347 a.u..
What are the largest force on an atom values for these records? In order: 0.17; 4.65; 5.46; 0.12 eV/A.